Entry 1:
Computed, not measured: C25H28BrI2N5O3Pt as an isolated structure, with ωB97M-V/def2-TZVPD.

## Properties
HOMO level   -13.084 eV
Orbital gap   0.2401 Eh
Energy relative to the best compared isomer or geometry (same formula, charge and spin)   0.0 kcal per mole

The geometry in ORCA input format:
```
! RIJCOSX wB97M-V def2-TZVPD def2/J DEFGRID3
* xyz 2 1
Pt 0.0041 -0.1043 0.1127
I 5.1395 -5.4221 1.2336
I 4.4523 0.3639 2.4722
Br 2.1459 2.8824 0.7900
O 1.9782 -0.0918 0.4500
O -1.9808 -0.1868 -0.0509
O -3.8248 0.7357 0.7888
N 0.0657 -1.8796 -0.8793
N 1.1027 -0.6840 3.7133
N -0.3078 -1.0804 1.8803
N -0.0085 0.5527 -1.8342
N -0.4516 1.8231 0.8490
C -0.8380 -1.7076 -2.0594
C 1.8063 -1.1671 4.9263
C 4.1040 -3.6446 0.9362
C 4.4485 -2.5025 1.6481
C 3.0899 -3.5680 -0.0003
C 0.3013 2.9075 1.0874
C -0.2546 4.0924 1.5552
C 1.0031 -1.1005 6.2172
C -0.5209 -0.3727 -2.6745
C -2.3991 3.0566 1.5152
C -2.6451 0.7544 0.6052
C 0.1278 2.1161 -3.6097
C 0.0335 1.5302 4.0040
C 2.3911 -2.3800 -0.1866
C 1.4451 -2.2580 -1.3312
C -0.7331 -0.0827 -4.0047
C 0.3264 1.7657 -2.2901
C -1.6131 4.1675 1.7881
C -0.4181 1.1837 -4.4770
C 0.3048 -1.4538 3.0112
C 3.7435 -1.3206 1.4720
C 1.2078 0.7528 3.4274
C -0.0318 -2.8312 3.5182
C -1.7909 1.9218 1.0379
C 2.6651 -1.2446 0.5820
H 2.1641 -2.1769 4.7376
H 2.8493 -4.4281 -0.6133
H 0.4075 3.1039 -3.9459
H 0.8696 -3.3844 3.7748
H -1.0409 -1.7432 1.6656
H 0.3974 4.9362 1.7282
H 0.1316 2.5866 3.7517
H -1.1386 -0.8392 -4.6625
H -0.9184 1.1639 3.6151
H -0.5835 1.4323 -5.5166
H 0.0497 -1.6208 6.1491
H 1.7700 -1.4941 -2.0393
H 2.1513 1.0968 3.8407
H 0.8105 -0.0746 6.5236
H -0.2624 -2.6419 -0.2867
H -0.5669 -3.4013 2.7632
H 1.2958 0.8717 2.3548
H 1.3601 -3.2051 -1.8656
H 1.5813 -1.5755 7.0093
H 0.7772 2.4443 -1.5828
H -3.4732 3.0440 1.6378
H -0.6714 -2.5210 -2.7649
H -2.0534 5.0823 2.1618
H 0.0031 1.4623 5.0889
H -0.6518 -2.7709 4.4112
H -1.8716 -1.7243 -1.7217
H 5.2788 -2.5257 2.3405
H 2.6962 -0.5464 5.0104
*
```

***

Entry 2:
Computed, not measured: C36H45B2F4N6O2SZn as an isolated structure, with ωB97M-V/def2-TZVPD.

## Properties
HOMO level   -5.524 eV
Orbital gap   0.2947 Eh
Energy relative to the best compared isomer or geometry (same formula, charge and spin)   2.0 kcal per mole

The geometry in ORCA input format:
```
! RIJCOSX wB97M-V def2-TZVPD def2/J DEFGRID3
* xyz -1 1
Zn -0.1336 0.6684 0.5854
S 0.2531 0.0261 3.5640
F 0.1150 -3.1299 0.0838
F -2.1773 -3.1412 0.3246
F -1.2368 -2.6920 -1.7281
F -1.0743 -1.1591 -0.0233
O -0.7429 1.0580 3.3401
O 1.3359 0.3146 4.4654
N -2.4444 2.2826 -0.6383
N 2.1263 -0.1889 0.3702
N -0.5660 3.5201 -0.8463
N 0.7089 -0.4136 2.0877
N -2.7849 -4.6683 5.5231
N 2.9624 -1.1314 2.3956
C 0.7194 3.4527 -3.4539
C -3.6703 0.1946 -1.0546
C -5.3316 -0.5243 0.5620
C -3.0656 -0.1519 -2.4161
C 2.6444 4.6041 -2.3300
C -2.7624 3.4860 -1.2667
C -5.1308 3.8280 1.3966
C 1.5329 2.2582 -3.9600
C -3.9440 2.5830 3.2206
C -1.7224 0.4335 -2.8414
C -4.6099 -0.7303 -0.5950
C 3.3153 -0.3304 -0.1922
C -4.1833 1.5694 0.8997
C 4.3916 -0.8593 0.4964
C 0.7614 4.0128 -0.9634
C 3.3218 5.0606 -1.2089
C 0.5133 4.4811 -4.5674
C 2.7262 4.9535 0.0359
C 1.9948 -0.5946 1.6519
C -4.1110 0.1715 -3.4943
C 1.6908 3.5773 2.5528
C -5.1297 0.6347 1.2955
C 1.3699 4.0601 -2.2248
C -2.3299 -3.0216 3.8090
C -1.6123 -1.9403 3.3469
C 1.4446 4.4283 0.1841
C -1.0670 -2.9956 5.8592
C -0.6088 -1.3914 4.1418
C -4.0037 2.8387 1.7137
C -3.4480 1.3327 -0.2733
C 0.8184 4.3602 1.5671
C 0.5176 5.7639 2.0981
C -0.3316 -1.9167 5.3922
C -1.6406 4.2163 -1.4118
C -2.0742 -3.5531 5.0751
C 4.1443 -1.2438 1.8064
B -1.0877 -2.5852 -0.3438
B -1.0287 2.2472 -0.3490
H -3.7383 3.5198 3.7441
H -0.1328 3.8359 1.4922
H -0.0952 4.0574 -5.3691
H -5.2026 4.0296 0.3268
H 4.9369 -1.6684 2.4151
H 3.1204 4.6553 -3.3026
H -6.0924 3.4225 1.7230
H -3.0856 -3.4725 3.1765
H 1.4359 6.3462 2.2116
H 3.4025 -0.0040 -1.2231
H -3.1573 1.8743 3.4720
H -6.0380 -1.2719 0.9016
H -3.0577 3.2986 1.4186
H 2.5300 2.5650 -4.2849
H 1.0294 1.7901 -4.8089
H -4.8948 2.2010 3.5987
H -4.7480 -1.6471 -1.1567
H 0.0118 5.3769 -4.1982
H 2.5982 4.1315 2.8075
H 0.0311 5.6985 3.0734
H -1.7674 1.5149 -2.9822
H -1.7979 -1.5559 2.3522
H -3.7520 -0.1371 -4.4791
H -0.9347 0.2044 -2.1266
H 0.4611 -1.4796 5.9841
H -0.2576 3.0665 -3.1672
H -0.1462 6.3052 1.4211
H -5.6975 0.8009 2.2020
H -1.4441 -0.0202 -3.7963
H -3.6793 -4.8127 5.0851
H 1.9941 2.6162 2.1319
H 1.4693 4.7873 -5.0004
H 4.3130 5.4865 -1.3039
H 1.1435 3.3859 3.4780
H 5.3618 -0.9757 0.0374
H -2.9235 -1.2348 -2.3899
H -5.0598 -0.3302 -3.3011
H 3.2620 5.2914 0.9153
H -2.8128 -4.7900 6.5217
H -4.3007 1.2486 -3.5244
H -0.8502 -3.4203 6.8333
H -1.5136 5.1919 -1.8527
H -3.7688 3.7246 -1.5696
H 1.6466 1.5068 -3.1770
H -4.9677 4.7764 1.9138
*
```

***

Computed calculated total energy, in the same sequence as the records: -4757.19936; -4504.99611 Ha.